Here is a single C21H29N3O5S molecule from the OMol25 dataset. Energies are from ωB97M-V with the def2-TZVPD basis set.

Properties
**Calculated total energy**: -1756.31677 Ha
**Energy above the lowest of the compared OMol25 structures with the same formula, charge and spin**: 107.4 kJ/mol
**SMILES string**: C[C@H]1CC[C@@H](NC(=O)CN2C(=O)COc3ccc(S(=O)(=O)N4CCCC4)cc32)CC1
**Largest force on an atom**: 1.170 eV Å⁻¹
**Kohn-Sham gap**: 9.30 eV

XYZ file:
```
59
C21H29N3O5S (ωB97M-V with the def2-TZVPD basis set)
C -5.27654 -1.36980 -1.65999
C -4.83548 0.07902 -1.47302
C -5.29851 0.61176 -0.11587
C -4.84412 2.05445 0.10516
C -3.33171 2.20180 -0.04515
N -2.66215 1.50407 1.03607
C -1.38172 1.72693 1.36572
O -0.69638 2.63143 0.94468
C -0.84470 0.64620 2.32397
N -0.71548 -0.60417 1.58916
C -1.75328 -1.47630 1.63623
O -2.79539 -1.23650 2.21849
C -1.49966 -2.80468 0.94488
O -0.82343 -2.67906 -0.28521
C 0.23161 -1.81900 -0.27584
C 1.19228 -1.96799 -1.26933
C 2.28466 -1.12294 -1.31029
C 2.40277 -0.13731 -0.35099
S 3.84379 0.92494 -0.39009
O 3.90726 1.59611 -1.65288
O 3.86103 1.71388 0.81089
N 5.04458 -0.25938 -0.38569
C 5.35655 -0.75518 0.94964
C 6.83220 -0.40766 1.22259
C 7.16921 0.61514 0.13684
C 6.29189 0.14105 -1.01919
C 1.44442 0.04881 0.62407
C 0.33656 -0.79011 0.67466
C -2.87027 1.65036 -1.40055
C -3.31512 0.20286 -1.58477
H -4.84776 -1.99844 -0.88205
H -6.35984 -1.45110 -1.60662
H -4.94990 -1.74849 -2.62579
H -5.28989 0.69012 -2.26148
H -6.38818 0.56821 -0.05763
H -4.90875 -0.03640 0.67299
H -5.32573 2.70058 -0.63103
H -5.14766 2.39244 1.09802
H -3.03947 3.25593 0.02642
H -3.13827 0.70623 1.43383
H 0.11841 0.94545 2.73291
H -1.55401 0.47301 3.13649
H -2.45364 -3.29199 0.73338
H -0.92211 -3.44287 1.63407
H 1.05322 -2.75245 -1.99533
H 3.04506 -1.21564 -2.06693
H 5.17844 -1.83383 0.98196
H 4.69015 -0.26573 1.66176
H 6.97404 -0.01203 2.22551
H 7.45410 -1.29598 1.10589
H 8.22745 0.63455 -0.11411
H 6.85089 1.61139 0.44509
H 6.72698 -0.73594 -1.50958
H 6.07753 0.90627 -1.76215
H 1.58379 0.87199 1.30368
H -3.29625 2.26846 -2.19280
H -1.78294 1.72587 -1.46207
H -2.98520 -0.15847 -2.56095
H -2.84532 -0.42985 -0.82770
```

=====

Here is a single C21H29N5O2 molecule from the OMol25 dataset. Energies are from ωB97M-V with the def2-TZVPD basis set.

Properties
**Calculated total energy**: -1241.93239 Ha
**Energy above the lowest of the compared OMol25 structures with the same formula, charge and spin**: 81.8 kJ/mol
**SMILES string**: CCNC(=O)N1CCC(n2nccc2NC(=O)CCCc2ccccc2)CC1
**Largest force on an atom**: 0.802 eV Å⁻¹
**Kohn-Sham gap**: 9.42 eV

XYZ file:
```
57
C21H29N5O2 (ωB97M-V with the def2-TZVPD basis set)
C -0.75555 1.25466 -6.62587
C 0.05458 0.00345 -6.29720
N 0.62167 0.05021 -4.96749
C -0.00850 -0.57699 -3.92838
O -0.96817 -1.30681 -4.09925
N 0.55675 -0.42236 -2.68403
C 1.60915 0.49860 -2.32469
C 1.02165 1.79412 -1.75763
C 0.17739 1.44914 -0.53191
N -0.43766 2.64470 0.00248
N -0.55545 3.73562 -0.75077
C -1.23191 4.61662 -0.04153
C -1.57434 4.09467 1.20778
C -1.03981 2.81872 1.20235
N -1.14705 1.85486 2.20918
C -0.15250 1.07714 2.72625
O 0.97870 1.06707 2.29113
C -0.62430 0.19330 3.86380
C -1.49141 -0.95938 3.34295
C -0.70355 -1.90747 2.42845
C 0.37155 -2.63428 3.18701
C 0.06146 -3.76645 3.92996
C 1.03866 -4.42225 4.65671
C 2.34076 -3.95129 4.65055
C 2.65885 -2.82341 3.91395
C 1.68027 -2.16853 3.18636
C -0.89747 0.42254 -0.91329
C -0.24048 -0.80994 -1.54101
H -1.16375 1.18123 -7.63001
H -0.13047 2.14467 -6.56984
H -1.57835 1.36019 -5.92294
H 0.87031 -0.11886 -7.01718
H -0.58740 -0.87860 -6.32974
H 1.21564 0.84011 -4.78061
H 2.21738 0.01263 -1.55209
H 2.26415 0.69675 -3.17261
H 0.39055 2.28341 -2.50045
H 1.81602 2.48521 -1.47662
H 0.82857 1.02990 0.24373
H -1.44616 5.58625 -0.44397
H -2.11848 4.56828 1.99886
H -2.00535 1.91419 2.73884
H 0.25522 -0.21340 4.36396
H -1.19274 0.78856 4.58174
H -2.34773 -0.55974 2.79290
H -1.87394 -1.52261 4.19682
H -0.25477 -1.33334 1.61679
H -1.39791 -2.62954 1.99295
H -0.95351 -4.13942 3.93425
H 0.78450 -5.30335 5.22803
H 3.10463 -4.46324 5.21721
H 3.67282 -2.45096 3.90563
H 1.93159 -1.28371 2.61961
H -1.58122 0.87184 -1.63718
H -1.47300 0.12831 -0.03406
H 0.40775 -1.30707 -0.81149
H -0.99764 -1.51393 -1.88839
```

=====

Here is a molecular structure, C21H29N5O3S2 from the OMol25 dataset. Energies are from ωB97M-V with the def2-TZVPD basis set.

Properties
**Calculated total energy**: -2112.72281 Ha
**Energy above the lowest of the compared OMol25 structures with the same formula, charge and spin**: 2254.0 kJ/mol
**Largest force on an atom**: 18.191 eV Å⁻¹
**Kohn-Sham gap**: 7.60 eV

XYZ file:
```
60
C21H29N5O3S2 (ωB97M-V with the def2-TZVPD basis set)
C -0.97749 -5.44654 0.05751
C -2.21478 -4.91419 -0.65413
H -1.89451 -4.74076 -1.64924
H -2.99194 -5.54645 -0.70814
C -2.68226 -3.52085 -0.19015
C -1.52357 -2.62043 0.60399
O -1.41547 -2.29205 1.83552
N -0.49685 -2.29825 -0.40057
C 0.56308 -1.46428 -0.04027
N 1.23229 -0.96160 -0.86831
N 2.37737 -0.20113 -0.13792
C 2.30323 -0.10644 0.98731
S 3.11565 0.78051 1.83397
C 4.17636 1.70534 0.89314
H 4.36868 1.07205 -0.16984
H 5.04389 2.07269 1.38019
C 3.30984 3.12952 0.48092
O 3.37794 3.99797 1.45137
N 3.01786 3.15821 -0.65873
C 2.90247 2.43563 -1.68140
H 3.88987 2.46650 -2.48585
C 1.71862 2.80422 -2.49837
N 0.63414 3.14578 -1.73889
C -0.25225 2.34193 -1.03075
C -0.78006 1.23230 -2.04697
C -1.96050 0.44106 -1.39687
C -2.23509 0.55667 -0.15978
C -1.20806 1.19774 0.84723
C -0.39376 2.26853 0.26936
O 0.42827 2.90401 0.99558
C 0.49261 2.82086 2.39873
H -0.49170 3.30462 2.57511
H 1.22376 3.48150 2.75348
H 0.44370 1.94237 2.68561
H -1.46297 1.29510 1.79214
H -2.74438 -0.23955 0.57814
H -2.46157 -0.20342 -2.17513
H -1.03251 1.54895 -2.82840
C 0.91316 4.46138 -1.24644
C 2.48459 4.69398 -0.82344
H 2.73767 5.07267 -1.73710
H 2.53666 5.42121 0.12626
H 0.29064 4.72117 -0.40706
H 0.51782 5.32438 -2.09808
H 1.50744 1.79594 -3.20414
H 1.76956 3.32802 -3.45319
H 2.67845 1.34890 -1.44941
S 0.61338 -1.09684 1.63840
H -0.63452 -2.50463 -1.32283
H -2.97442 -2.74862 -0.66569
C -3.68258 -3.80372 1.07856
C -3.33306 -4.78747 2.17962
H -3.23739 -5.95216 1.77664
H -2.61970 -4.39437 2.73810
H -4.35743 -4.79467 2.96454
H -4.67946 -4.07960 0.78173
H -3.96095 -2.76858 1.44416
H -1.04396 -5.52028 1.08545
H -0.67092 -6.44801 -0.40626
H -0.25487 -4.81683 0.10057
```

=====

Here is 2 unconnected molecules or ions with the total composition C21H29N6O4 from the OMol25 dataset. Energies are from ωB97M-V with the def2-TZVPD basis set.

Properties
**Calculated total energy**: -1446.97152 Ha
**Charge**: +1
**Energy above the lowest of the compared OMol25 structures with the same formula, charge and spin**: 47.3 kJ/mol
**Largest force on an atom**: 2.086 eV Å⁻¹
**Kohn-Sham gap**: 7.12 eV

XYZ file:
```
60
C21H29N6O4 (ωB97M-V with the def2-TZVPD basis set)
O -4.25601 -3.38271 -1.45374
O 0.40698 -2.19369 -0.63867
O -4.97809 0.32336 -1.57576
O 1.65574 -0.93620 -2.04677
C -3.05088 -3.31659 -1.26100
C 1.46426 -1.63781 -0.90111
C -4.00404 -0.36438 -1.85903
C -2.67556 2.67131 -0.41809
C 1.45324 1.24959 0.57760
C 2.35898 0.51349 1.30814
C -2.82620 1.45341 0.19134
C -4.29129 2.84699 1.09331
C 5.22821 2.51466 2.97075
C 4.82059 3.77199 2.51081
C 4.49798 1.36629 2.63748
C 3.67845 3.88437 1.71301
C 3.34684 1.46920 1.84034
C 2.96061 2.73175 1.39109
N -3.59177 3.53299 0.16429
N 1.82074 2.58669 0.62739
N -3.70192 -0.55106 -3.15095
N 3.92396 -1.20036 -0.38273
N -2.44135 -2.17950 -0.92325
N -3.83442 1.57910 1.13107
C -2.17825 -4.53880 -1.42168
C -2.53866 -1.19792 -3.76118
C 3.12200 -1.57252 2.58261
C 2.62723 -1.72649 0.12226
C 2.26264 -1.00507 1.44571
C -2.15166 0.15573 -0.19965
C -3.14884 -0.91094 -0.68868
H 0.89365 -1.11427 -2.61411
H -2.01473 2.89606 -1.24778
H 0.60777 0.84372 0.03697
H -5.12980 3.23155 1.66957
H 6.11785 2.42854 3.58784
H 5.39435 4.65697 2.77155
H 4.84783 0.41274 3.01120
H 3.36286 4.85688 1.35027
H -3.76047 4.49703 -0.11297
H 1.35051 3.35427 0.15272
H -4.40251 -0.19086 -3.78223
H 4.05606 -1.42934 -1.36898
H 3.97803 -0.18783 -0.24050
H -1.44216 -2.22784 -0.75669
H -4.23446 0.81591 1.66689
H -1.66419 -4.74296 -0.48409
H -2.80418 -5.39060 -1.68638
H -1.44763 -4.36575 -2.20916
H -2.38119 -0.79872 -4.76540
H -1.63967 -1.01969 -3.17175
H -2.71762 -2.27263 -3.84364
H 2.94678 -1.01847 3.51021
H 2.86441 -2.62116 2.75968
H 4.18528 -1.52762 2.33036
H 2.75330 -2.79515 0.32746
H 1.22367 -1.24212 1.69693
H -1.61198 -0.23044 0.66792
H -1.42710 0.35129 -0.99157
H -3.86416 -1.10638 0.11080
```

=====

HOMO energy list, top to bottom, in eV: -8.73; -8.83; -7.61; -10.17